Density functional theory data (ωB97M-V/def2-TZVPD) for a cluster of 2 separate species, C2H3Cl3N2 in total at a distorted geometry.

Structure (XYZ):
```
10
Properties=species:S:1:pos:R:3:nbo_charge:R:1
Cl -1.836 2.655 3.519 -0.269
C -0.046 0.359 0.289 -0.036
H 2.605 -0.791 -3.383 0.422
H -2.513 1.801 2.862 0.269
N 1.932 -1.058 -2.703 -0.712
N 0.820 -0.213 -0.754 -0.579
H 0.277 -0.177 1.276 0.250
Cl 0.037 2.135 0.315 0.036
C 1.283 -0.504 -1.866 0.708
Cl -1.784 -0.380 0.306 -0.089
```

Orbital gap = 0.3844 Eh
SMILES string = N=C=NC(Cl)Cl.Cl
E_LUMO = 0.448 eV
HOMO = -10.0 eV
Total energy = -1568.03822 hartree
ΔE to the lowest compared entry with this formula, charge and spin = 32.8 kcal/mol

Density functional theory data (ωB97M-V/def2-TZVPD) for a structure of composition C10H17N2O2 at a distorted geometry.

Structure (XYZ):
```
31
Properties=species:S:1:pos:R:3:nbo_charge:R:1
H 0.799 3.345 1.295 0.237
H 0.983 -3.233 2.000 0.447
H -2.334 0.871 0.151 0.187
C 0.605 0.713 0.777 0.827
N -1.108 -1.005 1.685 -0.489
C 1.788 -2.018 0.176 -0.647
H -3.244 -1.400 -0.154 0.204
H 2.136 -1.205 0.771 0.238
C -2.264 0.410 -0.864 -0.398
O 1.050 1.190 -0.334 -0.527
C 0.346 -2.150 0.392 -0.083
H 1.922 -1.618 -0.874 0.250
H 2.779 2.479 -0.166 0.207
H -0.034 -2.900 -0.302 0.224
C -0.757 -2.022 2.452 0.393
H 1.643 4.576 0.304 0.249
H -2.424 1.160 -1.628 0.248
H 1.727 2.637 -1.653 0.222
H 2.197 -3.022 0.096 0.243
H -1.215 -2.195 3.386 0.256
C -0.510 -0.940 0.419 0.104
H -1.817 -0.418 1.869 0.422
H -3.199 -1.375 -1.866 0.240
C 1.041 3.676 0.330 -0.663
C 1.692 2.558 -0.455 -0.075
C -2.771 -0.980 -0.956 -0.402
C -1.250 -0.670 -0.882 -0.265
H 0.109 4.041 -0.166 0.219
N 0.103 -2.752 1.724 -0.528
H -0.723 -0.847 -1.756 0.247
O 0.847 0.969 1.910 -0.588
```

Orbital gap = 0.3198 Eh
E_LUMO = -3.622 eV
HOMO = -12.3 eV
Total energy = -650.88760 hartree
ΔE to the lowest compared entry with this formula, charge and spin = 80.3 kcal/mol
Net charge = +1

Density functional theory data (ωB97M-V/def2-TZVPD) for a structure of composition C23H30AsN7O3STi.

Structure (XYZ):
```
66
Properties=species:S:1:pos:R:3:lowdin_spin:R:1
C -3.128 2.406 0.658 0.000
H -6.685 3.098 1.958 0.000
H 1.648 3.709 -1.897 0.024
H 1.734 1.213 5.047 0.000
C -3.509 1.887 1.891 0.000
Ti -0.665 0.309 -0.755 0.010
C 4.097 1.871 2.702 0.002
H -4.512 -0.384 0.282 0.000
N 3.421 2.272 0.293 0.037
C -0.128 -0.567 1.292 0.001
C 2.144 1.436 4.070 0.002
As 3.790 -4.628 -1.122 0.000
H 4.744 -4.314 -3.419 0.000
C 3.530 1.600 3.935 0.007
H 4.286 2.506 -0.157 0.005
O -2.336 0.173 -1.966 0.008
O 0.321 -0.691 -1.529 -0.001
C 5.200 -4.435 -2.439 0.000
C -3.520 -0.214 -2.235 0.001
H 2.501 -6.242 -2.539 0.000
C 1.295 1.526 2.985 0.006
H -1.592 3.001 -3.202 0.003
H 3.755 -7.114 -1.613 0.000
H 0.233 1.366 3.085 0.000
C -1.070 2.986 -2.235 0.014
H 5.332 -4.126 0.786 0.000
C 4.762 -5.011 0.510 0.000
H 2.778 2.340 -2.438 0.031
N -0.211 1.855 -2.081 0.190
C 2.993 -6.335 -1.573 0.000
N -3.336 3.523 -1.228 0.000
C -2.109 2.931 -1.154 0.000
C -3.979 -1.466 -1.494 0.000
H -6.009 4.037 -0.235 0.000
N -1.945 2.267 -0.046 0.000
H -3.711 3.967 -2.046 0.000
C -5.686 2.919 1.580 0.000
H -2.018 -1.897 0.503 0.000
N 1.221 1.933 0.495 0.033
C 2.197 2.288 -0.329 0.062
C 2.113 2.757 -1.694 0.551
C -4.791 2.152 2.339 0.000
N 0.179 -1.120 2.264 0.000
C 3.227 1.967 1.623 0.006
H 5.775 -3.543 -2.200 0.000
H 2.249 -6.576 -0.816 0.000
H 4.166 1.514 4.807 0.000
H 4.040 -5.226 1.295 0.000
C -3.915 -1.261 0.015 0.000
H -5.113 1.757 3.294 0.000
O -4.293 0.355 -3.008 0.000
C -4.027 3.184 -0.079 0.000
C 1.846 1.794 1.733 0.003
H -0.544 3.962 -2.149 0.003
H 5.166 2.005 2.588 0.000
H -2.509 -0.669 1.411 0.000
H 0.227 1.576 -2.942 0.000
H -2.812 1.301 2.477 0.000
C -5.317 3.451 0.355 0.000
H 5.849 -5.312 -2.431 0.000
N -2.544 -1.029 0.467 0.000
S 2.468 -3.046 -1.009 0.000
H -3.334 -2.303 -1.780 0.000
H -5.001 -1.698 -1.792 0.000
H -4.368 -2.122 0.522 0.000
H 5.432 -5.861 0.370 0.000
```

Orbital gap (spin up / spin down) = 0.2310 / 0.2563 Eh
Expectation value of S² = 0.7569
Multiplicity = 2
E_LUMO (spin up / spin down) = 2.424 / 2.422 eV
HOMO (spin up / spin down) = -3.9 / -4.6 eV
Total energy = -4987.03602 hartree
ΔE to the lowest compared entry with this formula, charge and spin = 29.9 kcal/mol
Net charge = -1

Density functional theory data (ωB97M-V/def2-TZVPD) for a cluster of 2 separate species, C28H44BrN4O5S in total at a distorted geometry.

Structure (XYZ):
```
83
Properties=species:S:1:pos:R:3:mulliken_charge:R:1
C 0.879 5.445 -0.460 -0.874
C 5.362 -1.694 -2.287 0.024
C 5.023 -5.435 1.907 -0.477
H -4.598 0.395 -0.130 0.254
C -2.546 3.667 -1.875 -0.789
C -3.087 -1.262 2.383 -0.612
H -0.274 -0.850 0.636 0.274
H 0.969 5.510 -1.571 0.319
H -4.071 2.328 -1.121 0.377
H -1.471 3.592 -2.189 0.367
C 3.003 0.614 0.189 -0.432
O -0.880 4.415 0.802 -0.528
H 1.557 4.669 -0.049 0.185
O -1.000 -2.246 -1.417 -0.422
H -3.181 3.727 -2.788 0.489
C -4.427 -0.700 -0.310 -1.576
H -2.990 0.624 -2.198 0.052
H -2.594 -1.480 -2.478 0.402
H 4.369 -6.205 1.517 0.357
H -0.948 -0.650 2.751 0.198
O -7.305 -0.416 -0.845 -0.531
H -0.230 1.934 0.303 -0.363
H -3.242 -2.093 3.124 0.609
C 4.169 1.349 0.949 -0.662
H -1.660 -2.368 1.137 0.498
H -3.186 4.753 -0.025 0.388
O -1.551 5.771 -0.919 -0.401
C -2.307 1.089 -1.445 -0.660
H -2.206 0.699 0.544 0.108
H 7.323 -4.929 4.343 0.370
H -2.205 0.723 2.656 0.185
H 5.821 -6.683 3.461 0.362
C 5.881 -3.187 1.820 0.243
C -2.884 -1.055 -0.259 1.061
O 5.226 -1.439 -0.951 0.034
C -0.535 -0.185 -0.226 -0.481
H -3.357 -2.844 0.874 0.502
H -4.595 -0.806 -2.589 0.294
C 5.840 -5.703 2.998 -0.430
N -6.679 0.881 -2.615 -0.465
H 7.354 -2.687 3.301 0.372
H 4.411 -3.967 0.463 0.348
C -5.156 -1.065 -1.662 -0.283
C 6.682 -4.717 3.497 -0.350
S 5.810 0.525 0.799 -0.147
C -1.981 -0.323 2.997 -0.402
C -2.691 -1.953 1.027 -1.062
H -7.557 0.701 -3.112 0.296
H -5.521 -2.118 -1.667 0.332
C -2.410 -1.963 -1.487 -1.001
C -2.761 4.994 -1.031 -0.655
H -2.739 2.688 0.110 0.274
C 1.605 0.836 0.936 -1.125
H 5.894 -2.205 1.363 0.108
H -0.344 -0.491 -2.470 0.284
C 0.409 1.081 -0.049 0.252
H 4.209 2.412 0.619 0.339
H -5.001 -1.218 0.499 0.496
H 3.902 1.331 2.036 0.473
H -2.969 -2.924 -1.420 0.513
H -5.902 0.936 -3.273 0.244
C -0.622 5.142 -0.127 0.653
H 3.185 -0.492 0.244 0.127
C 5.046 -4.177 1.316 -0.405
H 1.429 -0.036 1.609 0.354
H 0.850 -1.383 -1.378 0.393
H -1.400 1.378 -2.030 0.593
H -3.502 5.667 -1.534 0.414
H 4.955 -2.624 -2.726 0.392
H 1.751 1.740 1.577 0.483
N 6.303 0.243 -2.008 -0.318
C -0.211 -1.043 -1.509 -0.691
C 6.700 -3.458 2.909 -0.539
H -4.056 -0.707 2.355 0.286
C 5.826 -0.190 -0.852 0.283
C -6.472 -0.182 -1.687 0.123
H 0.785 1.338 -1.074 0.429
H 1.127 6.448 -0.038 0.339
Br -2.127 -0.300 4.961 -0.076
C -2.965 2.441 -0.954 -0.490
H 2.923 0.926 -0.883 0.376
N -1.984 0.151 -0.305 1.120
N 6.002 -0.726 -2.932 -0.401
```

Orbital gap = 0.3098 Eh
E_LUMO = -2.464 eV
HOMO = -10.9 eV
Total energy = -4660.41963 hartree
Net charge = +1

Density functional theory data (ωB97M-V/def2-TZVPD) for a cluster of 2 separate species, HO5S2 in total at a distorted geometry.

Structure (XYZ):
```
8
Properties=species:S:1:pos:R:3:nbo_charge:R:1
O -2.161 -0.687 -0.254 -0.518
O 1.948 1.215 0.078 -0.915
O 2.669 -1.239 -0.199 -0.940
H -2.686 0.007 0.174 0.424
S 1.887 -0.120 -0.861 1.202
S 0.312 0.545 0.520 1.297
O -1.426 -1.143 0.828 -0.636
O -0.542 1.422 -0.286 -0.915
```

Orbital gap (spin up / spin down) = 0.2380 / 0.2380 Eh
E_LUMO (spin up / spin down) = 3.261 / 3.261 eV
HOMO (spin up / spin down) = -3.2 / -3.2 eV
Total energy = -1173.04241 hartree
ΔE to the lowest compared entry with this formula, charge and spin = 131.1 kcal/mol
Net charge = -1

Density functional theory data (ωB97M-V/def2-TZVPD) for the molecule C9H10O at a distorted geometry.

Structure (XYZ):
```
20
Properties=species:S:1:pos:R:3:nbo_charge:R:1
C -0.796 -1.416 -0.607 -0.283
H -0.230 0.510 1.808 0.238
H -2.554 -0.069 -1.046 0.216
H -0.439 -1.535 -2.901 0.222
H 2.458 2.225 1.453 0.228
C 0.676 -1.372 -0.190 -0.030
H -1.001 0.529 -1.705 0.214
C -1.599 -0.303 -1.382 -0.418
H 0.981 2.642 2.650 0.230
O 1.965 -2.730 1.122 -0.476
C 1.359 2.154 1.701 -0.418
C -1.263 -1.627 -2.070 -0.408
H 0.897 2.114 -0.565 0.223
C 0.434 2.132 0.393 -0.421
C 0.605 0.895 1.196 -0.288
C 1.180 -1.808 1.047 0.461
H -2.039 -2.399 -2.183 0.222
C 1.202 -0.393 0.636 0.030
H -0.531 2.542 0.583 0.221
H -1.306 -2.087 0.061 0.235
```

Orbital gap = 0.3141 Eh
SMILES string = O=c1c(C2CC2)c1C1CC1
E_LUMO = -0.107 eV
HOMO = -8.7 eV
Total energy = -423.90543 hartree
ΔE to the lowest compared entry with this formula, charge and spin = 132.0 kcal/mol